Entry w
Below is a single C3H8OS molecule, with properties calculated with the ωB97M-V functional and the def2-TZVPD basis.

Computed properties:
E_LUMO ... 0.02184 hartree
E_HOMO ... -8.38 eV
SMILES ... C=S(C)(C)=O

Bonds (Å) are listed after each position.
Element x y z (Å)
1 C -0.944 1.046 -1.259  S2 1.658, H6 1.089, H7 1.031
2 S -0.531 -0.096 -0.129  C1 1.658, C3 1.877, C4 1.808, O5 1.555
3 C 0.268 0.274 1.529  S2 1.877, H8 1.167, H9 1.096, H10 1.008
4 C 0.797 -1.048 -0.904  S2 1.808, H11 1.096, H12 1.047, H13 1.071
5 O -1.769 -0.971 0.219  S2 1.555
6 H -1.775 1.684 -0.963  C1 1.089
7 H -0.154 1.690 -1.110  C1 1.031
8 H -0.053 1.337 1.887  C3 1.167
9 H -0.333 -0.384 2.167  C3 1.096
10 H 1.273 0.218 1.463  C3 1.008
11 H 1.164 -1.479 0.034  C4 1.096
12 H 0.477 -1.789 -1.571  C4 1.047
13 H 1.582 -0.482 -1.364  C4 1.071



Entry x
Below is a 2-piece molecular cluster, C3H8OS overall, with properties calculated with the ωB97M-V functional and the def2-TZVPD basis.

Computed properties:
E_LUMO ... 0.03230 hartree
E_HOMO ... -8.78 eV
SMILES ... C=CO.CS

Bonds (Å) are listed after each position.
Element x y z (Å)
1 C -1.591 -0.592 -0.368  C2 1.338, H4 1.117, H5 1.106
2 C -0.723 -1.520 0.051  C1 1.338, O3 1.439, H6 1.069
3 O -0.407 -1.631 1.450  C2 1.439, H7 0.948
4 H -2.222 0.025 0.317  C1 1.117
5 H -1.758 -0.304 -1.423  C1 1.106
6 H -0.638 -2.453 -0.463  C2 1.069
7 H -0.253 -2.502 1.790  O3 0.948
8 C 1.268 1.373 -0.763  S9 1.935, H10 1.074, H11 1.035, H12 1.064
9 S 1.998 1.454 1.026  C8 1.935, H13 1.314
10 H 0.260 1.738 -0.696  C8 1.074
11 H 1.351 0.344 -0.841  C8 1.035
12 H 1.814 1.976 -1.448  C8 1.064
13 H 0.901 2.093 1.366  S9 1.314



Entry y
Below is a single C3H8OS molecule, with properties calculated with the ωB97M-V functional and the def2-TZVPD basis.

Computed properties:
E_LUMO ... 0.03613 hartree
E_HOMO ... -8.39 eV
SMILES ... COCSC

Bonds (Å) are listed after each position.
Element x y z (Å)
1 C -2.096 0.038 -0.197  O2 1.361, H6 1.043, H7 1.086, H8 1.143
2 O -0.745 0.197 -0.207  C1 1.361, C3 1.401
3 C 0.021 -0.901 0.204  O2 1.401, S4 1.801, H9 1.085, H10 1.062
4 S 1.757 -0.759 -0.252  C3 1.801, C5 1.687
5 C 2.151 0.861 0.010  S4 1.687, H11 1.136, H12 1.063, H13 1.106
6 H -2.557 0.685 -0.874  C1 1.043
7 H -2.334 -1.014 -0.322  C1 1.086
8 H -2.549 0.301 0.819  C1 1.143
9 H -0.219 -1.746 -0.433  C3 1.085
10 H 0.015 -1.158 1.234  C3 1.062
11 H 2.640 1.077 -0.992  C5 1.136
12 H 1.180 1.283 0.105  C5 1.063
13 H 2.735 1.137 0.907  C5 1.106



Relative energies with respect to the most stable structure, expressed in kJ/mol: entry w 247.5; entry x 54.6; entry y 0.0.